<a>
An isolated molecule of C5H10N2S. Source: the OMol25 dataset; level of theory: the ωB97M-V functional and the def2-TZVPD basis.

For the HOMO energy, the calculation gives -8.927 eV. The net charge is 0. The calculation puts the HOMO-LUMO gap at 9.69 eV.

Last column: natural (NBO) charge in e.
Cartesian coordinates (Å):
1 C 0.815 -0.314 1.467  -0.6158
2 C 0.629 0.025 -0.022  -0.2165
3 C -0.215 -1.014 -0.837  -0.4130
4 C -1.658 -0.588 -0.480  -0.2104
5 C -0.164 1.323 -0.162  0.4420
6 H 1.387 -1.257 1.546  0.2115
7 H 1.388 0.485 1.999  0.2284
8 H -0.125 -0.417 1.992  0.2131
9 H 2.655 -1.057 -0.589  0.1173
10 H -0.112 -2.066 -0.539  0.2188
11 H 0.002 -0.810 -1.919  0.2328
12 H -2.078 -1.080 0.431  0.1739
13 H -2.415 -0.744 -1.241  0.2009
14 H -2.231 1.396 -0.370  0.3949
15 H 1.117 2.566 0.065  0.3402
16 N -1.445 0.815 -0.344  -0.6112
17 N 0.175 2.535 -0.241  -0.6941
18 S 2.277 0.202 -0.755  -0.0128


<b>
An isolated molecule of C5H10N2S. Source: the OMol25 dataset; level of theory: the ωB97M-V functional and the def2-TZVPD basis.

For the HOMO energy, the calculation gives -8.203 eV. The net charge is 0. The calculation puts the HOMO-LUMO gap at 8.90 eV.

Last column: natural (NBO) charge in e.
Cartesian coordinates (Å):
1 C 1.343 -0.117 0.346  -0.2947
2 C 1.185 1.265 -0.240  -0.4281
3 C -0.412 1.470 0.007  -0.2020
4 C 0.002 -0.905 0.030  -0.2518
5 C -2.737 -1.279 -0.090  -0.2183
6 H 3.749 0.305 0.057  0.1421
7 H 1.551 -0.102 1.477  0.2240
8 H 1.445 1.169 -1.332  0.2203
9 H 1.744 2.032 0.173  0.2200
10 H -0.926 2.074 -0.710  0.2135
11 H -0.699 1.851 1.013  0.1863
12 H 0.106 -1.590 -0.870  0.1964
13 H -0.278 -1.645 0.844  0.1937
14 H -3.791 -1.465 -0.232  0.1935
15 H -2.002 -2.140 0.168  0.1484
16 N -0.962 0.099 -0.158  -0.2632
17 N -2.279 -0.110 -0.262  -0.2013
18 S 2.958 -0.913 -0.223  -0.0790


<c>
An isolated molecule of C5H10N2S. Source: the OMol25 dataset; level of theory: the ωB97M-V functional and the def2-TZVPD basis.

For the HOMO energy, the calculation gives -8.401 eV. The net charge is 0. The calculation puts the HOMO-LUMO gap at 9.11 eV.

Last column: natural (NBO) charge in e.
Cartesian coordinates (Å):
1 C 1.628 0.980 0.581  -0.4512
2 C 0.335 0.327 -1.871  0.0015
3 C 0.139 -1.113 -1.198  -0.3076
4 C -0.617 -1.583 -0.252  -0.1574
5 C -1.379 -0.340 0.637  -0.5825
6 H 1.196 -0.115 0.916  0.2128
7 H 2.224 0.805 -0.375  0.1964
8 H 2.206 1.664 1.285  0.2261
9 H 0.411 2.661 0.427  0.3701
10 H 0.103 0.271 -2.920  0.2024
11 H 0.421 -1.958 -1.901  0.2064
12 H -0.920 -2.604 0.038  0.2231
13 H -0.983 0.584 0.245  0.2586
14 H -2.454 -0.626 0.490  0.2277
15 H -2.088 -1.488 2.732  0.1406
16 N 0.496 1.551 0.037  -0.4644
17 N 0.318 1.472 -1.299  -0.2284
18 S -1.036 -0.488 2.429  -0.0741


<d>
A structure of composition C5H10N2S. Source: the OMol25 dataset; level of theory: the ωB97M-V functional and the def2-TZVPD basis.

For the HOMO energy, the calculation gives -9.002 eV. The net charge is 0. The calculation puts the HOMO-LUMO gap at 9.70 eV.

Last column: natural (NBO) charge in e.
Cartesian coordinates (Å):
1 C -1.610 -1.187 1.098  -0.6349
2 C -0.334 -0.425 0.697  -0.1209
3 C 1.605 -0.908 -0.853  0.2914
4 C -0.655 0.911 0.169  -0.3186
5 C 0.183 1.961 -0.526  -0.5085
6 H -2.271 -1.199 0.051  0.2221
7 H -2.157 -1.122 2.179  0.2530
8 H -0.963 -2.186 1.125  0.2368
9 H 0.290 -0.302 1.571  0.2287
10 H -0.336 -0.874 -1.322  0.3973
11 H 1.742 -1.285 -1.771  0.1560
12 H 2.624 -0.038 0.492  0.3140
13 H -1.264 1.720 0.660  0.2485
14 H -0.199 3.069 -0.275  0.2271
15 H 1.509 2.099 -0.969  0.2751
16 N 0.315 -1.081 -0.372  -0.6470
17 N 2.716 -0.477 -0.403  -0.6897
18 S -1.196 1.324 -1.552  0.0696


Most stable one: <a>, least stable one: <c>.


<a>
An isolated molecule of C5H10N2S. Source: the OMol25 dataset; level of theory: the ωB97M-V functional and the def2-TZVPD basis.

For the HOMO energy, the calculation gives -8.653 eV. The net charge is 0. The calculation puts the HOMO-LUMO gap at 8.36 eV.

Last column: natural (NBO) charge in e.
Cartesian coordinates (Å):
1 C -2.466 -0.129 -0.404  -0.6180
2 C -1.413 0.083 0.750  -0.3918
3 C 0.065 0.180 0.309  -0.1792
4 C 0.214 1.462 -0.495  -0.1651
5 C 1.754 -1.315 -0.408  0.3069
6 H -2.534 0.781 -1.129  0.1981
7 H -2.282 -1.029 -1.015  0.2269
8 H -3.405 -0.229 0.203  0.2137
9 H -1.623 -0.665 1.534  0.2200
10 H -1.727 1.046 1.273  0.2071
11 H 0.772 0.351 1.197  0.1772
12 H -0.370 1.548 -1.340  0.1762
13 H 2.146 -2.174 -0.995  0.1708
14 H 3.718 -1.042 0.030  0.3952
15 H 2.746 0.153 0.749  0.4027
16 N 0.470 -0.985 -0.458  -0.5231
17 N 2.798 -0.827 0.290  -0.8127
18 S 1.138 2.791 -0.091  -0.0050


<b>
An isolated molecule of C5H10N2S. Source: the OMol25 dataset; level of theory: the ωB97M-V functional and the def2-TZVPD basis.

For the HOMO energy, the calculation gives -8.347 eV. The net charge is 0. The calculation puts the HOMO-LUMO gap at 9.18 eV.

Last column: natural (NBO) charge in e.
Cartesian coordinates (Å):
1 C -0.539 -0.883 -1.692  -0.6350
2 C -0.683 0.317 -0.745  -0.1379
3 C -1.323 0.088 0.591  -0.4264
4 C 0.140 0.303 0.510  -0.0867
5 C 2.317 -1.889 2.232  -0.1954
6 H -1.419 -0.868 -2.439  0.2302
7 H 0.388 -0.891 -2.303  0.2108
8 H -0.633 -1.818 -1.191  0.2193
9 H -0.013 1.977 -2.224  0.1127
10 H -1.944 0.926 1.002  0.2282
11 H -1.657 -0.977 0.781  0.2284
12 H 0.489 1.267 0.871  0.2165
13 H 1.360 -1.318 0.053  0.3513
14 H 2.642 -2.110 3.227  0.1943
15 H 2.661 -2.438 1.321  0.1400
16 N 0.924 -0.833 0.832  -0.4530
17 N 1.467 -0.939 2.067  -0.1899
18 S -1.130 1.940 -1.548  -0.0076


<c>
An isolated molecule of C5H10N2S. Source: the OMol25 dataset; level of theory: the ωB97M-V functional and the def2-TZVPD basis.

For the HOMO energy, the calculation gives -8.769 eV. The net charge is 0. The calculation puts the HOMO-LUMO gap at 8.22 eV.

Last column: natural (NBO) charge in e.
Cartesian coordinates (Å):
1 C -1.000 -1.882 1.296  -0.6021
2 C -1.058 -0.755 0.252  -0.3301
3 C -2.100 0.311 0.613  -0.5946
4 C 0.230 -0.053 0.089  -0.0645
5 C 0.350 0.697 -1.250  0.3695
6 H -1.899 -2.432 1.341  0.2105
7 H -0.288 -2.647 0.892  0.2073
8 H -0.650 -1.596 2.274  0.2183
9 H -1.397 -1.249 -0.730  0.2527
10 H -2.355 0.989 -0.229  0.2445
11 H -3.031 -0.169 0.914  0.2136
12 H -1.664 0.950 1.459  0.2021
13 H 1.692 1.894 -2.265  0.3931
14 H 2.188 1.265 -0.732  0.4087
15 H -0.677 0.854 -2.951  0.3559
16 N 1.580 1.131 -1.513  -0.8061
17 N -0.718 0.716 -1.919  -0.7288
18 S 1.469 -0.043 1.128  0.0499


Most stable one: <c>, least stable one: <b>.


<a>
An isolated molecule of C3H2N2O. Source: the OMol25 dataset; level of theory: the ωB97M-V functional and the def2-TZVPD basis.

For the HOMO energy (alpha / beta), the calculation gives -7.368 / -7.369 eV. The net charge is 0. The calculation puts the HOMO-LUMO gap (alpha / beta) at 6.40 / 6.40 eV.

Last column: natural (NBO) charge in e.
Cartesian coordinates (Å):
1 C -1.946 -0.646 0.054  0.1988
2 C 1.698 -0.788 0.092  0.8670
3 C -0.674 -0.643 -0.469  -0.4637
4 N -3.039 -0.637 0.421  -0.3910
5 N 0.441 -0.709 0.365  -0.5215
6 O 2.875 -0.802 -0.131  -0.3865
7 H -0.643 -0.851 -1.480  0.2282
8 H 0.134 -0.711 1.291  0.4688


<b>
An isolated molecule of C3H2N2O. Source: the OMol25 dataset; level of theory: the ωB97M-V functional and the def2-TZVPD basis.

For the HOMO energy, the calculation gives -10.539 eV. The net charge is 0. The calculation puts the HOMO-LUMO gap at 10.56 eV.

Last column: natural (NBO) charge in e.
Cartesian coordinates (Å):
1 C -1.620 -0.840 0.069  0.2262
2 C 0.963 -1.008 0.035  0.6859
3 C -0.348 -0.446 -0.382  -0.2974
4 N -2.649 -1.344 0.130  -0.2509
5 N 0.877 0.266 0.434  -0.5449
6 O 1.632 -2.001 0.048  -0.4777
7 H -0.466 -0.111 -1.376  0.2580
8 H 0.595 0.265 1.456  0.4009


Most stable one: <b>, least stable one: <a>.